Entry 1:
53
Properties=species:S:1:pos:R:3:lowdin_charge:R:1 method="wB97M-V/def2-TZVPD" gap_ev=3.3 homo_energy_ev=-5.79 total_energy_ev=-41219.039
C -6.63803 -2.72945 -1.20763 -0.05
C -5.77013 -2.42819 -0.07052 -0.36
C -5.60171 -3.01308 1.16311 -0.05
C -4.60940 -2.26149 1.80547 -0.04
C -4.26423 -1.20130 0.96777 -0.11
B -3.13555 -0.06592 1.03019 -0.98
O -3.85839 1.19301 0.83531 0.08
C -2.78732 2.08779 0.72252 -0.12
C -1.42831 1.19934 0.74011 -0.32
C -0.19256 1.96393 0.43390 -0.14
C -1.41646 0.10484 -0.35397 -0.17
O -2.48178 -0.68708 -0.14257 0.07
C -1.42143 0.61215 2.24135 -0.12
O -2.48275 -0.29819 2.33271 0.07
O -4.93167 -1.35885 -0.18409 0.08
H -7.23880 -3.59347 -0.86288 0.08
H -7.32499 -1.89239 -1.44781 0.08
H -6.06762 -3.03383 -2.10875 0.08
H -6.13294 -3.87433 1.55070 0.10
H -4.15848 -2.38823 2.77704 0.10
H -2.91478 2.65390 -0.23352 0.14
H -2.90250 2.78964 1.57776 0.14
H 0.65584 1.27020 0.45571 0.15
H -0.30868 2.37765 -0.59158 0.16
H -0.89904 2.75146 1.70173 0.14
H -1.46491 0.59651 -1.34244 0.14
H -0.47027 -0.45591 -0.28580 0.14
H -0.47963 0.06921 2.49078 0.13
H -1.60567 1.36084 3.04600 0.15
F 2.84914 1.09390 4.86839 0.05
C 2.04573 2.14478 4.44256 -0.18
C 1.99449 3.30742 5.21454 0.07
C 1.29581 4.38884 4.69762 -0.21
F 1.24533 5.56875 5.42785 0.05
C 0.62790 4.32107 3.46542 0.06
C 0.67647 3.12697 2.73421 -0.19
C -0.00124 3.12520 1.37128 -0.15
C 1.33654 3.57954 0.31341 -0.08
C 1.05399 4.38305 -0.76353 -0.05
C 1.90958 4.37106 -1.87769 -0.02
C 2.99344 3.46949 -1.87554 0.01
C 3.28167 2.72101 -0.75647 -0.20
F 4.25580 1.73440 -0.79644 0.05
C 2.44922 2.76599 0.37928 0.05
C 1.33400 2.01654 3.22844 0.02
H 2.48382 3.35560 6.21299 0.15
H 0.11928 5.20704 3.10201 0.14
H -0.54532 4.05613 1.19564 0.19
H 0.13851 4.98672 -0.79056 0.14
H 1.68341 4.97396 -2.75148 0.12
H 3.62116 3.35592 -2.78060 0.14
H 2.58694 2.03352 1.16963 0.13
H 1.39598 1.07186 2.67864 0.13



Entry 2:
82
Properties=species:S:1:pos:R:3:lowdin_charge:R:1 method="wB97M-V/def2-TZVPD" gap_ev=10.7 homo_energy_ev=-10.87 total_energy_ev=-168831.530 smiles="O=C1OC[C@@H](F)O1.O=C1OC[C@@H](F)O1.O=C1OC[C@@H](F)O1.O=C1OC[C@@H](F)O1.O=C1OC[C@@H](F)O1.ClCCCl.ClCCCl.ClCCCl.ClCCCl"
O -1.79275 5.88715 -5.00383 0.14
C -1.67272 6.30615 -3.85459 -0.55
O -1.34994 5.53602 -2.80942 0.08
C -1.43149 6.27397 -1.55811 -0.02
C -1.57167 7.67566 -2.11691 -0.36
F -0.40835 8.33607 -2.06222 0.09
O -1.92718 7.52114 -3.42401 0.17
H -2.31380 5.99009 -0.98448 0.13
H -0.59251 6.21657 -0.86461 0.14
H -2.29936 8.30983 -1.61056 0.17
O -7.68410 3.04344 -4.64355 0.14
C -7.50485 2.85803 -3.44021 -0.55
O -7.96537 3.59817 -2.48851 0.11
C -7.23890 3.33525 -1.31448 -0.06
C -6.78016 1.88560 -1.53292 -0.32
F -7.78190 1.00477 -1.35347 0.08
O -6.64336 1.96081 -2.89551 0.13
H -6.38844 4.01677 -1.29536 0.14
H -7.81009 3.38081 -0.38724 0.14
H -5.95728 1.55983 -0.89664 0.17
O 5.39444 3.15974 7.94004 0.15
C 4.19143 3.15679 7.79176 -0.51
O 3.55309 2.55901 6.80189 0.09
C 2.16935 2.78795 6.88488 -0.08
C 1.99375 3.30643 8.23428 -0.36
F 1.67795 2.32758 9.05795 0.10
O 3.28621 3.83832 8.63215 0.13
H 1.93041 3.58213 6.17756 0.15
H 1.64952 1.84073 6.74110 0.16
H 1.13104 3.97236 8.25340 0.17
O 1.93090 -0.36288 -5.64606 0.14
C 2.27981 0.80627 -5.73825 -0.56
O 2.30731 1.65837 -4.75114 0.09
C 3.19824 2.72668 -5.06146 -0.05
C 3.09236 2.70603 -6.53338 -0.34
F 4.20869 3.26784 -7.01574 0.09
O 2.79021 1.36235 -6.85839 0.16
H 2.81207 3.58957 -4.51888 0.15
H 4.18236 2.50152 -4.65045 0.15
H 2.25497 3.32777 -6.85009 0.18
O -0.90280 -10.82449 -4.47704 0.13
C -1.19087 -10.52324 -3.31114 -0.38
O -0.86440 -11.15290 -2.09674 0.04
C -1.36750 -10.46746 -1.01635 -0.11
C -1.82511 -9.11386 -1.51922 -0.36
F -0.96843 -8.16904 -1.29319 0.12
O -1.87093 -9.33670 -2.93860 0.09
H -2.13010 -11.10021 -0.56230 0.14
H -0.46852 -10.27348 -0.43127 0.15
H -2.79777 -8.77947 -1.15835 0.17
Cl -9.56167 -2.93159 4.96186 0.55
C -8.93388 -4.44198 4.29228 -0.70
C -8.52541 -4.35577 2.83793 -0.67
Cl -6.94109 -3.59953 2.76537 0.56
H -9.73144 -5.16307 4.47131 0.07
H -8.04845 -4.73834 4.85468 0.06
H -9.20117 -3.70023 2.28866 0.06
H -8.50272 -5.36162 2.41860 0.08
Cl 4.72995 3.20714 0.80939 0.53
C 6.48816 3.39775 1.02115 -0.68
C 6.93151 4.82865 0.88749 -0.66
Cl 6.66867 5.42790 -0.77797 0.52
H 7.05402 2.83242 0.28068 0.07
H 6.70306 3.05340 2.03276 0.07
H 8.00615 4.80578 1.06841 0.07
H 6.44707 5.53149 1.56530 0.07
Cl -0.75329 0.09916 0.99011 0.45
C -0.30782 -1.62378 0.49254 -0.57
C 0.64719 -2.33370 1.55852 -0.66
Cl -0.10382 -2.46560 3.13786 0.54
H 0.07758 -1.57757 -0.52601 0.06
H -1.19467 -2.25625 0.45313 0.06
H 1.54383 -1.73991 1.73609 0.06
H 0.88173 -3.34047 1.21283 0.07
Cl 6.77655 -2.63323 -1.54528 0.56
C 7.18523 -4.05594 -0.59726 -0.72
C 8.20089 -3.85168 0.43083 -0.72
Cl 7.67057 -2.66251 1.58318 0.58
H 7.35085 -4.91388 -1.24888 0.08
H 6.33316 -4.26944 0.04810 0.06
H 9.12067 -3.46281 -0.00606 0.07
H 8.45514 -4.77459 0.95207 0.08



Entry 3:
80
Properties=species:S:1:pos:R:3:lowdin_charge:R:1 method="wB97M-V/def2-TZVPD" multiplicity=2 gap_ev="7.5 / 7.2" homo_energy_ev="-7.18 / -6.85" total_energy_ev=-125962.662
Ru 0.87710 -0.87682 -0.75169 1.06
N -6.05431 -4.55452 2.09603 0.09
C -5.20011 -3.50513 1.76002 -0.33
C -5.10786 -2.37856 2.57680 -0.03
C -4.29533 -1.31745 2.21830 -0.06
C -3.57947 -1.36944 1.03363 -0.29
C -3.65545 -2.48691 0.21098 -0.05
C -4.46363 -3.54738 0.57370 -0.03
S -2.54060 -0.02202 0.57465 0.60
O -2.84359 0.33160 -0.79821 -0.32
O -2.70546 1.00240 1.57351 -0.31
N -1.04687 -0.60524 0.53353 -0.15
C -0.42218 -1.07466 1.61916 -0.48
N 0.85563 -1.44866 1.29579 -0.01
C 1.59036 -2.02947 2.22747 -0.13
C 1.11172 -2.21576 3.51257 -0.06
C -0.17963 -1.76798 3.75762 -0.13
N -0.95327 -1.20956 2.83720 0.15
H -6.27111 -4.62982 3.07670 0.08
H -5.81322 -5.44461 1.69113 0.08
H -5.67546 -2.33939 3.49929 0.11
H -4.20029 -0.44673 2.85169 0.11
H -3.06972 -2.52533 -0.69861 0.09
H -4.52792 -4.42160 -0.06400 0.11
H 2.57983 -2.34949 1.92852 0.10
H 1.70990 -2.68528 4.27808 0.09
H -0.62020 -1.86990 4.74458 0.11
C 5.56378 -2.28174 -0.65329 -0.24
Ge 4.27118 -0.80512 -0.58116 0.72
C 5.02120 0.66622 -1.67642 -0.22
C 4.17826 -0.12409 1.25708 -0.23
C 2.54908 -1.35316 -1.34595 -0.44
H 6.53917 -1.95954 -0.28535 0.02
H 5.68233 -2.63169 -1.67934 0.01
H 5.22690 -3.12107 -0.04404 0.01
H 5.57883 1.34484 -1.02913 0.01
H 4.26529 1.26419 -2.18610 -0.01
H 5.70584 0.26959 -2.42696 0.01
H 4.97183 0.61168 1.40104 0.02
H 4.32611 -0.91429 1.99237 0.01
H 3.21409 0.35083 1.43621 -0.02
H 2.67654 -1.94376 -2.27148 -0.03
C -3.51999 -1.00228 -3.63666 0.00
N -2.15928 -0.47948 -3.65945 -0.04
C -1.78021 0.50005 -4.49888 -0.04
C -0.51949 0.99306 -4.49659 -0.01
C 0.35614 0.50346 -3.48527 -0.38
N -0.01665 -0.45349 -2.64264 0.05
C -1.23652 -1.09436 -2.80429 -0.50
O -1.52382 -2.13639 -2.24798 0.04
N 1.58142 1.02788 -3.31553 0.17
H -4.13934 -0.37668 -4.27517 0.09
H -3.88668 -0.96222 -2.61339 0.08
H -3.53616 -2.03163 -3.99054 0.10
H -2.54113 0.86448 -5.17521 0.13
H -0.21666 1.77178 -5.17824 0.11
H 1.97963 1.62757 -4.01577 0.12
H 2.17113 0.56583 -2.62906 0.04
C 1.37258 2.04363 3.36923 -0.10
C 2.26913 3.05923 2.66504 -0.29
C 1.62529 3.69355 1.43013 -0.34
S 1.85197 2.64701 -0.02254 0.94
O 1.19597 1.33564 0.31365 -0.60
C 0.76655 3.52327 -1.19653 -0.34
C -0.67135 3.01950 -1.22447 -0.29
C -1.53169 3.46899 -0.05162 -0.10
H 1.87285 1.63952 4.25019 0.08
H 1.11240 1.21959 2.70781 0.04
H 0.44107 2.51141 3.69435 0.08
H 3.21821 2.59349 2.38056 0.09
H 2.52201 3.86422 3.35901 0.11
H 2.10929 4.63759 1.16704 0.09
H 0.55938 3.86746 1.57656 0.08
H 1.24164 3.36526 -2.16374 0.05
H 0.83462 4.58687 -0.95345 0.09
H -0.67186 1.92702 -1.27482 0.07
H -1.10994 3.37546 -2.16148 0.11
H -1.25393 2.95710 0.86817 0.05
H -2.57395 3.21074 -0.23192 0.07
H -1.46195 4.55070 0.09760 0.08